# C42H37CuN4OP

C42H37CuN4OP as an isolated structure (ωB97M-V/def2-TZVPD, the OMol25 dataset).

XYZ file:
```
86
Properties=species:S:1:pos:R:3
Cu -1.72 0.86 0.83
O -3.74 0.57 1.15
N -0.57 1.34 2.70
C -0.15 0.45 3.59
C 1.23 0.10 3.80
C 1.66 -0.22 5.11
C 2.99 -0.42 5.41
C 3.96 -0.32 4.41
C 3.55 -0.09 3.11
C 2.21 0.08 2.76
P 1.65 -0.11 1.01
C 2.42 1.27 0.07
C 2.06 1.39 -1.27
C 2.59 2.40 -2.05
C 3.49 3.32 -1.51
C 3.83 3.22 -0.17
C 3.30 2.20 0.61
C 2.95 -1.43 0.57
C 4.03 -1.29 -0.29
C 4.86 -2.37 -0.60
C 4.62 -3.62 -0.05
C 3.54 -3.78 0.81
C 2.72 -2.71 1.10
H -4.18 1.34 0.79
H -0.87 0.13 4.34
H 0.91 -0.26 5.89
H 3.27 -0.65 6.43
H 5.01 -0.46 4.64
H 4.30 -0.11 2.32
H 1.31 0.72 -1.67
H 2.29 2.49 -3.09
H 3.89 4.12 -2.12
H 4.49 3.95 0.28
H 3.55 2.15 1.66
H 4.24 -0.32 -0.73
H 5.70 -2.22 -1.28
H 5.27 -4.45 -0.29
H 3.34 -4.75 1.25
H 1.86 -2.84 1.76
N -7.86 -6.63 -2.73
C -7.04 -6.02 -2.21
C -6.01 -5.27 -1.55
C -5.55 -4.07 -2.10
C -4.55 -3.35 -1.47
C -4.00 -3.82 -0.27
C -4.47 -5.01 0.28
C -5.46 -5.73 -0.36
N -2.99 -3.10 0.36
C -2.08 -3.56 1.31
C -1.32 -2.48 1.63
N -1.73 -1.38 0.92
C -2.72 -1.76 0.18
H -5.97 -3.70 -3.02
H -4.18 -2.43 -1.91
H -4.07 -5.36 1.22
H -5.82 -6.66 0.07
H -2.04 -4.59 1.62
H -0.51 -2.42 2.33
H -3.31 -1.09 -0.42
C -2.82 1.30 -4.42
C -1.45 1.60 -3.79
C -0.39 0.71 -4.46
C -1.09 3.07 -4.04
C -1.50 1.34 -2.34
C -1.56 1.14 -1.13
H -2.80 1.51 -5.50
H -3.59 1.90 -3.95
H -3.07 0.25 -4.28
H -0.36 0.88 -5.54
H -0.62 -0.34 -4.28
H 0.60 0.91 -4.04
H -1.05 3.29 -5.12
H -0.12 3.30 -3.60
H -1.84 3.72 -3.58
C -0.01 1.78 1.60
C 0.22 3.20 1.42
C 0.13 3.82 0.17
C 0.51 5.14 -0.01
C 1.01 5.88 1.06
C 1.11 5.29 2.31
C 0.72 3.97 2.49
H -0.27 3.23 -0.66
H 0.43 5.59 -0.99
H 1.33 6.91 0.91
H 1.50 5.85 3.15
H 0.81 3.50 3.47
```

The energy above the lowest of the compared OMol25 structures with the same formula, charge and spin comes out at 0.0 kJ/mol. The calculation puts the orbital gap (spin up / spin down) at 3.75 / 4.13 eV. The charge is -2. The multiplicity is 2. The value obtained for the electronic energy is -3898.6221 Ha.

These are the Löwdin partial charges, in e, on atoms 1 to 8: 0.203, -0.464, 0.007, -0.178, -0.246, -0.083, -0.140, -0.134

# C42H37F6FeN7O7S3Se2

C42H37F6FeN7O7S3Se2 as an isolated structure in a non-equilibrium geometry (ωB97M-V/def2-TZVPD, the OMol25 dataset).

XYZ file:
```
105
Properties=species:S:1:pos:R:3
Fe -0.48 -0.31 0.17
C 0.18 -0.69 3.96
Se -0.25 0.73 2.68
C 1.48 1.72 2.81
C 1.31 3.17 2.40
Se 0.97 3.36 0.46
C 1.52 5.25 0.33
H 1.06 -1.24 3.64
H -0.68 -1.35 3.99
H 0.35 -0.26 4.95
H 2.20 1.22 2.16
H 1.80 1.66 3.85
H 2.23 3.72 2.61
H 0.48 3.64 2.94
H 0.89 5.88 0.95
H 1.40 5.53 -0.72
H 2.57 5.35 0.61
C -7.72 5.32 -10.49
O -7.82 5.51 -9.10
C -6.94 4.89 -8.28
C -5.88 4.10 -8.70
C -5.05 3.49 -7.78
C -5.26 3.64 -6.41
C -6.32 4.46 -5.99
C -7.15 5.06 -6.90
C -4.41 3.04 -5.40
N -4.56 3.24 -4.11
C -3.56 2.56 -3.50
C -2.78 1.90 -4.45
N -3.34 2.22 -5.66
C -1.70 1.05 -4.09
C -0.93 0.28 -4.97
C 0.01 -0.59 -4.46
C 0.15 -0.71 -3.08
N -0.53 0.04 -2.23
C -1.42 0.93 -2.70
C -2.10 1.76 -1.74
N -1.64 1.77 -0.48
C -2.25 2.52 0.41
C -3.39 3.27 0.13
C -3.89 3.28 -1.15
C -3.22 2.54 -2.12
H -8.56 5.85 -10.93
H -7.79 4.26 -10.75
H -6.78 5.73 -10.88
H -5.68 3.95 -9.75
H -4.23 2.89 -8.14
H -6.48 4.59 -4.93
H -7.97 5.68 -6.59
H -3.02 1.94 -6.57
H -1.09 0.36 -6.04
H 0.61 -1.20 -5.11
H 0.83 -1.42 -2.65
H -1.83 2.53 1.40
H -3.86 3.85 0.92
H -4.75 3.87 -1.44
C -6.21 -0.80 -4.64
C -5.47 -0.90 -3.34
C -4.12 -1.22 -3.30
C -3.46 -1.35 -2.09
C -4.15 -1.14 -0.91
C -5.48 -0.80 -0.93
C -6.14 -0.69 -2.14
S -3.32 -1.33 0.68
O -4.21 -2.03 1.56
O -2.89 0.00 1.11
N -1.91 -2.03 0.38
C -1.70 -3.35 0.19
C -2.66 -4.34 0.13
C -2.29 -5.67 -0.06
C -0.97 -6.03 -0.20
C 0.04 -5.05 -0.16
C 1.42 -5.33 -0.31
C 2.32 -4.30 -0.26
C 1.85 -2.99 -0.07
N 0.58 -2.69 0.06
C -0.32 -3.70 0.03
H -5.61 -1.17 -5.47
H -6.48 0.24 -4.84
H -7.13 -1.37 -4.59
H -3.58 -1.39 -4.22
H -2.41 -1.63 -2.05
H -6.00 -0.65 0.01
H -7.20 -0.45 -2.16
H -3.70 -4.06 0.25
H -3.06 -6.43 -0.09
H -0.70 -7.07 -0.32
H 1.74 -6.35 -0.48
H 3.38 -4.46 -0.36
H 2.56 -2.17 -0.06
F 1.70 2.32 -2.37
C 2.91 2.02 -1.89
F 3.71 1.81 -2.94
F 3.38 3.08 -1.26
S 2.87 0.43 -0.87
O 1.65 0.52 -0.08
O 2.87 -0.58 -1.88
N 4.15 0.61 -0.02
S 5.14 -0.58 0.33
O 4.74 -1.86 -0.17
O 6.50 -0.20 0.24
C 4.80 -0.72 2.18
F 3.48 -0.92 2.39
F 5.14 0.37 2.86
F 5.44 -1.76 2.72
```

The energy above the lowest of the compared OMol25 structures with the same formula, charge and spin comes out at 142.9 kJ/mol. The calculation puts the orbital gap (spin up / spin down) at 7.00 / 7.00 eV. The charge is 0. The value obtained for the electronic energy is -10392.9989 Ha.

These are the Löwdin partial charges, in e, on atoms 1 to 8: 0.653, -0.334, 1.036, -0.497, -0.515, 1.012, -0.361, 0.022

# C42H37FIrN10O7

C42H37FIrN10O7 as an isolated structure (ωB97M-V/def2-TZVPD, the OMol25 dataset).

XYZ file:
```
98
Properties=species:S:1:pos:R:3
Ir -0.25 -0.82 0.40
N -1.80 -2.83 -3.06
C -0.97 -2.28 -2.17
N -1.37 -1.58 -1.15
C -2.75 -1.46 -0.87
N -3.21 -1.00 0.25
N -2.16 -0.65 1.09
C -2.31 -0.26 2.29
C -1.04 0.05 2.99
C -1.02 0.40 4.32
C 0.21 0.60 4.95
C 1.36 0.46 4.22
C 1.27 0.10 2.88
N 0.10 -0.08 2.28
C -3.68 -1.92 -1.89
C -5.06 -1.70 -1.80
C -5.90 -2.20 -2.77
C -5.38 -2.94 -3.84
C -4.02 -3.16 -3.95
C -3.18 -2.64 -2.97
H -1.42 -3.42 -3.77
H 0.09 -2.41 -2.33
H -3.28 -0.20 2.77
H -1.95 0.49 4.87
H 0.25 0.85 6.00
H 2.34 0.59 4.67
H 2.15 -0.04 2.26
H -5.43 -1.13 -0.96
H -6.96 -2.02 -2.71
H -6.05 -3.34 -4.59
H -3.62 -3.72 -4.78
C 0.13 5.43 -2.31
O 1.52 5.63 -2.09
C 2.09 5.32 -0.90
C 3.08 6.20 -0.47
C 3.76 6.00 0.71
C 3.44 4.91 1.51
C 2.47 4.03 1.10
C 1.81 4.20 -0.12
N 0.86 3.23 -0.56
C 0.92 1.89 -0.34
N 2.16 1.37 -0.32
C 2.58 0.02 -0.30
C 1.69 -1.04 -0.22
C 2.26 -2.32 -0.33
C 3.62 -2.53 -0.43
C 4.49 -1.44 -0.44
C 3.96 -0.17 -0.39
O 4.70 0.99 -0.42
C 6.11 0.87 -0.40
N -0.18 1.16 -0.30
C -1.41 1.90 -0.29
C -2.28 1.78 -1.36
C -3.49 2.46 -1.40
C -3.83 3.29 -0.34
C -2.97 3.43 0.75
C -1.77 2.74 0.78
O -0.87 2.83 1.80
C -1.16 3.71 2.87
H -0.17 6.14 -3.08
H -0.45 5.66 -1.40
H -0.09 4.42 -2.66
H 3.30 7.05 -1.11
H 4.53 6.70 1.01
H 3.94 4.76 2.46
H 2.19 3.18 1.72
H -0.07 3.57 -0.77
H 2.91 2.04 -0.42
H 1.60 -3.18 -0.30
H 4.02 -3.53 -0.46
H 5.56 -1.60 -0.51
H 6.50 1.88 -0.33
H 6.48 0.40 -1.32
H 6.44 0.28 0.46
H -1.98 1.14 -2.18
H -4.14 2.36 -2.25
H -4.76 3.84 -0.35
H -3.25 4.09 1.56
H -1.15 4.75 2.54
H -0.37 3.56 3.61
H -2.12 3.49 3.34
F -2.43 -5.92 -1.78
C -1.19 -5.83 -1.27
C -1.00 -5.51 0.01
N 0.25 -5.47 0.58
C 0.40 -4.89 1.91
C 0.20 -3.37 2.00
O 0.53 -2.83 3.04
O -0.32 -2.82 0.94
C 1.39 -5.75 -0.16
O 2.51 -5.69 0.28
N 1.13 -6.09 -1.48
C -0.08 -6.11 -2.16
O -0.17 -6.34 -3.34
H -1.84 -5.31 0.67
H 1.41 -5.08 2.26
H -0.31 -5.38 2.58
H 1.95 -6.31 -2.03
```

The energy above the lowest of the compared OMol25 structures with the same formula, charge and spin comes out at 0.0 kJ/mol. The calculation puts the orbital gap at 6.57 eV. The charge is +1. The value obtained for the electronic energy is -2901.0835 Ha.

These are the Löwdin partial charges, in e, on atoms 1 to 8: 1.410, 0.157, -0.094, -0.017, -0.250, 0.140, -0.143, -0.012